Density functional theory data (wB97M-V/def2-TZVPD) for a molecular structure, C28H52GdOP2.

Element x y z (Å)
Gd1 2.4913 -0.2302 1.3704
C1 2.2611 0.1297 3.8636
C2 1.2078 -0.7273 3.4131
C3 3.2241 -1.8238 3.0839
C4 3.5024 -0.5269 3.6489
C5 1.7779 -1.9587 2.9681
C6 2.0010 1.4287 4.5407
H1 1.0842 1.3397 5.1459
H2 1.8253 2.2236 3.7974
H3 2.8180 1.7388 5.2184
C7 4.8505 0.0896 3.8475
H4 4.8663 0.6946 4.7611
H5 5.1171 0.7443 3.0113
H6 5.6288 -0.6617 3.9515
C8 4.2501 -2.7206 2.4972
H7 5.1749 -2.6683 3.0920
H8 4.5174 -2.4514 1.4556
H9 3.9077 -3.7558 2.4946
C9 0.9566 -3.0792 2.4539
H10 0.7987 -3.8489 3.2262
H11 1.3869 -3.5592 1.5635
H12 -0.0361 -2.7031 2.1800
C10 -0.2411 -0.4786 3.5459
H13 -0.7094 -1.1734 4.2543
H14 -0.7651 -0.5915 2.5950
H15 -0.4423 0.5438 3.8843
C11 -1.6030 2.4337 0.2598
C12 -1.9042 2.3310 1.5676
C13 -3.0665 1.5771 2.1697
C14 -3.8253 0.5199 1.3277
C15 -3.0217 -0.7097 1.0129
C16 -2.1926 -0.9347 -0.0139
C17 -1.4167 0.0882 -0.7830
C18 -2.0484 1.5152 -0.8515
H16 -3.7742 2.3719 2.4151
H17 -4.2587 0.9838 0.4383
H18 -2.7708 1.1101 3.1218
H19 -3.1405 1.4512 -0.8933
H20 -0.8980 3.2055 -0.0601
H21 -1.3010 2.8972 2.2961
H22 -1.7275 1.9953 -1.8031
H23 -0.3683 0.1879 -0.4241
H24 -1.8456 -1.9637 -0.1933
H25 -1.2595 -0.3000 -1.8216
H26 -4.6675 0.1754 1.9415
H27 -3.1742 -1.5431 1.7173
P1 -2.2990 -0.5457 -3.8253
P2 -1.3896 -3.2747 -4.5487
C19 -2.9110 -1.1033 -5.5083
C20 -2.1231 -2.3052 -5.9995
H28 -2.7949 -0.2512 -6.1903
H29 -3.9838 -1.3298 -5.4182
H30 -2.7926 -2.9831 -6.5457
H31 -1.3069 -2.0059 -6.6783
C21 -0.8181 -4.5946 -5.7075
H32 -0.4897 -5.4562 -5.1217
H33 0.0202 -4.2260 -6.3086
H34 -1.6411 -4.8898 -6.3700
C22 -2.9878 -4.0583 -4.1366
H35 -3.5528 -4.2764 -5.0440
H36 -3.5854 -3.4278 -3.4821
H37 -2.7741 -4.9949 -3.6244
C23 -1.4275 0.9511 -4.5199
H38 -0.8494 1.4863 -3.7506
H39 -2.1856 1.6117 -4.9741
H40 -0.7393 0.5870 -5.3020
C24 -3.9419 0.1286 -3.3021
H41 -4.7277 -0.4735 -3.7662
H42 -4.0253 1.1687 -3.6517
H43 -4.0795 0.0672 -2.2205
C25 1.7768 3.9310 1.5962
C26 3.0971 3.2208 1.3475
C27 3.6302 3.6683 -0.0075
C28 4.1135 3.5396 2.4360
O1 2.8799 1.8135 1.3107
H44 1.9095 5.0126 1.4566
H45 1.4111 3.7768 2.6181
H46 1.0120 3.5959 0.8825
H47 3.7499 4.7559 -0.0222
H48 4.6023 3.2225 -0.2282
H49 2.9239 3.4105 -0.8102
H50 3.7301 3.2564 3.4277
H51 5.0540 3.0078 2.2396
H52 4.3258 4.6182 2.4616

Highest occupied orbital energy (spin up / spin down) in eV: -9.62 / -9.62
Electronic energy in eV: -71331.251
Expectation value of S²: 16.06
Energy relative to the best compared isomer or geometry (same formula, charge and spin) in eV: 0.112
LUMO energy (spin up / spin down) in eV: -5.692 / -3.650
Spin multiplicity: 8
Total charge: +1
Frontier orbital gap (spin up / spin down) in eV: 3.9 / 6.0

=====

Density functional theory data (wB97M-V/def2-TZVPD) for a molecular structure, C28H52GdOP2.

Element x y z (Å)
Gd1 0.4648 0.2966 1.9902
C1 -1.7990 0.2309 3.0748
C2 -1.6197 -0.9149 2.2154
C3 -0.1072 -1.0818 3.9756
C4 -0.8759 0.1111 4.1583
C5 -0.5956 -1.7512 2.8134
C6 -2.9467 1.1700 3.0852
H1 -3.8887 0.6419 2.9076
H2 -2.8503 1.9232 2.3048
H3 -3.0337 1.7235 4.0252
C7 -0.9222 0.9270 5.4098
H4 -1.9510 0.9882 5.8251
H5 -0.5847 1.9602 5.2176
H6 -0.2918 0.4955 6.2005
C8 0.8142 -1.6487 4.9963
H7 0.3644 -1.5012 5.9880
H8 1.8162 -1.1875 5.0040
H9 0.9197 -2.7224 4.8351
C9 -0.2326 -3.1557 2.4923
H10 -0.9319 -3.8784 2.9406
H11 0.7517 -3.3926 2.9111
H12 -0.2063 -3.3503 1.4161
C10 -2.4777 -1.2926 1.0631
H13 -3.1188 -2.1503 1.3213
H14 -1.9026 -1.6016 0.1800
H15 -3.1213 -0.4551 0.7582
C11 -2.3019 1.6233 -2.3318
C12 -3.1952 0.9585 -1.5529
C13 -3.9905 -0.2242 -2.0583
C14 -3.4585 -0.8855 -3.3820
C15 -2.2919 -1.8091 -3.2074
C16 -1.1691 -1.6037 -2.5144
C17 -0.7509 -0.3063 -1.9542
C18 -1.0984 0.9393 -2.8558
H16 -5.0080 0.1839 -2.2070
H17 -3.3173 -0.0798 -4.1257
H18 -4.1510 -0.9914 -1.2791
H19 -1.2666 0.5913 -3.8799
H20 -2.4034 2.6841 -2.5503
H21 -3.5820 1.4253 -0.6284
H22 -0.2365 1.6294 -2.9083
H23 -1.2591 -0.1996 -0.9824
H24 -0.5160 -2.4389 -2.2400
H25 0.3412 -0.3028 -1.7526
H26 -4.2869 -1.4860 -3.7837
H27 -2.3589 -2.7731 -3.7054
P1 2.3776 -0.3455 -3.1407
P2 3.7878 -2.1913 -1.1434
C19 3.9871 -1.0543 -3.7850
C20 4.8204 -1.6103 -2.6133
H28 4.5366 -0.2473 -4.2927
H29 3.7665 -1.8383 -4.5271
H30 5.4969 -2.4049 -2.9681
H31 5.4416 -0.7892 -2.2111
C21 5.1123 -3.2491 -0.4097
H32 4.6595 -3.9011 0.3485
H33 5.8654 -2.6102 0.0670
H34 5.6123 -3.8786 -1.1567
C22 2.8445 -3.5665 -1.9610
H35 3.3875 -4.0535 -2.7812
H36 1.8769 -3.2075 -2.3354
H37 2.6534 -4.3234 -1.1870
C23 2.6924 1.4703 -3.2726
H38 2.0811 1.9630 -2.5023
H39 2.4015 1.8602 -4.2581
H40 3.7470 1.7056 -3.0784
C24 1.3383 -0.5628 -4.6757
H41 1.9269 -0.4223 -5.6050
H42 0.5645 0.2215 -4.6243
H43 0.8131 -1.5438 -4.6962
C25 -1.4454 3.8127 1.0206
C26 -0.3623 3.6850 2.1053
C27 0.7253 4.7265 1.8296
C28 -0.9238 3.9727 3.4964
O1 0.1931 2.3670 2.0376
H44 -1.7067 4.8831 0.8825
H45 -2.3635 3.2861 1.3211
H46 -1.0968 3.3796 0.0644
H47 0.2383 5.6754 1.5494
H48 1.3169 4.9093 2.7349
H49 1.4085 4.4171 1.0293
H50 -1.4972 3.1270 3.8773
H51 -0.0811 4.1511 4.1795
H52 -1.5692 4.8684 3.4717

Highest occupied orbital energy (spin up / spin down) in eV: -10.12 / -10.12
Electronic energy in eV: -71330.003
Expectation value of S²: 15.94
Energy relative to the best compared isomer or geometry (same formula, charge and spin) in eV: 1.360
LUMO energy (spin up / spin down) in eV: -5.656 / -3.488
Spin multiplicity: 8
Total charge: +1
Frontier orbital gap (spin up / spin down) in eV: 4.5 / 6.6